C32H80O16 | wB97M-V/def2-TZVPD

Each atom is followed by the atoms it is bonded to, with distances in Å.
Atoms and positions in Å:
1 C -0.573 -1.923 3.320  O2 1.407, H7 1.091, H8 1.097, H9 1.094
2 O -1.245 -3.142 3.111  C1 1.407, C3 1.416
3 C -1.781 -3.313 1.812  O2 1.416, C4 1.503, H10 1.087, H11 1.104
4 C -3.135 -2.687 1.629  C3 1.503, O5 1.433, H12 1.099, H13 1.096
5 O -2.976 -1.294 1.331  C4 1.433, C6 1.407
6 C -4.120 -0.535 1.641  O5 1.407, H14 1.089, H15 1.098, H16 1.099
7 H -1.151 -1.058 2.990  C1 1.091
8 H 0.428 -1.937 2.873  C1 1.097
9 H -0.430 -1.805 4.398  C1 1.094
10 H -1.727 -4.373 1.580  C3 1.087
11 H -1.124 -2.829 1.069  C3 1.104
12 H -3.745 -2.808 2.535  C4 1.099
13 H -3.736 -3.089 0.805  C4 1.096
14 H -3.880 0.512 1.461  C6 1.089
15 H -4.424 -0.630 2.691  C6 1.098
16 H -4.973 -0.851 1.025  C6 1.099
17 C 2.735 -6.040 5.300  O18 1.417, H23 1.092, H24 1.095, H25 1.089
18 O 3.517 -6.386 4.170  C17 1.417, C19 1.411
19 C 3.224 -5.584 3.047  O18 1.411, C20 1.531, H26 1.098, H27 1.090
20 C 3.977 -4.252 3.102  C19 1.531, O21 1.409, H28 1.104, H29 1.092
21 O 3.258 -3.136 2.630  C20 1.409, C22 1.408
22 C 2.836 -3.253 1.292  O21 1.408, H30 1.096, H31 1.098, H32 1.087
23 H 1.688 -6.277 5.100  C17 1.092
24 H 2.857 -4.986 5.572  C17 1.095
25 H 3.122 -6.626 6.132  C17 1.089
26 H 2.150 -5.369 2.966  C19 1.098
27 H 3.525 -6.176 2.182  C19 1.090
28 H 4.945 -4.310 2.574  C20 1.104
29 H 4.277 -4.041 4.130  C20 1.092
30 H 1.984 -3.935 1.181  C22 1.096
31 H 3.635 -3.570 0.608  C22 1.098
32 H 2.516 -2.261 0.982  C22 1.087
33 C 6.599 -0.697 -0.682  O34 1.420, H39 1.093, H40 1.090, H41 1.090
34 O 6.906 0.671 -0.458  C33 1.420, C35 1.395
35 C 7.344 0.998 0.826  O34 1.395, C36 1.529, H42 1.092, H43 1.103
36 C 6.326 0.803 1.949  C35 1.529, O37 1.407, H44 1.090, H45 1.104
37 O 5.960 -0.516 2.275  C36 1.407, C38 1.399
38 C 6.995 -1.292 2.806  O37 1.399, H46 1.086, H47 1.103, H48 1.096
39 H 7.353 -1.366 -0.256  C33 1.093
40 H 6.598 -0.828 -1.764  C33 1.090
41 H 5.612 -0.956 -0.299  C33 1.090
42 H 7.643 2.048 0.847  C35 1.092
43 H 8.277 0.463 1.071  C35 1.103
44 H 5.421 1.332 1.651  C36 1.090
45 H 6.767 1.295 2.833  C36 1.104
46 H 6.600 -2.242 3.155  C38 1.086
47 H 7.477 -0.785 3.658  C38 1.103
48 H 7.798 -1.484 2.086  C38 1.096
49 C -2.082 0.074 -1.577  O50 1.388, H55 1.088, H56 1.104, H57 1.098
50 O -0.820 -0.087 -1.021  C49 1.388, C51 1.402
51 C -0.599 0.586 0.189  O50 1.402, C52 1.496, H58 1.093, H59 1.106
52 C 0.780 0.283 0.683  C51 1.496, O53 1.398, H60 1.104, H61 1.098
53 O 1.722 0.910 -0.139  C52 1.398, C54 1.416
54 C 3.052 0.545 0.181  O53 1.416, H62 1.089, H63 1.095, H64 1.096
55 H -2.079 -0.358 -2.576  C49 1.088
56 H -2.373 1.133 -1.684  C49 1.104
57 H -2.903 -0.367 -0.996  C49 1.098
58 H -1.349 0.338 0.946  C51 1.093
59 H -0.653 1.673 -0.006  C51 1.106
60 H 0.887 -0.814 0.628  C52 1.104
61 H 0.891 0.589 1.731  C52 1.098
62 H 3.696 1.252 -0.341  C54 1.089
63 H 3.195 -0.469 -0.208  C54 1.095
64 H 3.295 0.593 1.248  C54 1.096
65 C 5.520 4.138 -1.955  O66 1.402, H71 1.087, H72 1.099, H73 1.098
66 O 4.582 5.082 -1.512  C65 1.402, C67 1.413
67 C 3.582 4.482 -0.712  O66 1.413, C68 1.498, H74 1.102, H75 1.097
68 C 2.954 5.506 0.182  C67 1.498, O69 1.412, H76 1.099, H77 1.099
69 O 2.401 6.555 -0.584  C68 1.412, C70 1.386
70 C 1.915 7.625 0.151  O69 1.386, H78 1.096, H79 1.105, H80 1.092
71 H 6.156 4.595 -2.709  C65 1.087
72 H 5.021 3.266 -2.401  C65 1.099
73 H 6.151 3.763 -1.138  C65 1.098
74 H 4.034 3.737 -0.037  C67 1.102
75 H 2.869 3.955 -1.358  C67 1.097
76 H 3.717 5.910 0.862  C68 1.099
77 H 2.146 5.074 0.789  C68 1.099
78 H 2.644 8.426 0.315  C70 1.096
79 H 1.556 7.312 1.148  C70 1.105
80 H 1.028 8.039 -0.333  C70 1.092
81 C -5.036 5.860 0.356  O82 1.408, H87 1.093, H88 1.097, H89 1.089
82 O -4.867 4.880 -0.642  C81 1.408, C83 1.415
83 C -3.852 3.940 -0.347  O82 1.415, C84 1.513, H90 1.091, H91 1.101
84 C -2.432 4.459 -0.304  C83 1.513, O85 1.399, H92 1.102, H93 1.100
85 O -2.055 4.962 -1.554  C84 1.399, C86 1.415
86 C -0.665 5.227 -1.591  O85 1.415, H94 1.094, H95 1.098, H96 1.086
87 H -4.094 6.363 0.590  C81 1.093
88 H -5.477 5.414 1.256  C81 1.097
89 H -5.703 6.632 -0.022  C81 1.089
90 H -3.915 3.210 -1.155  C83 1.091
91 H -4.107 3.462 0.611  C83 1.101
92 H -1.802 3.598 -0.025  C84 1.102
93 H -2.300 5.199 0.500  C84 1.100
94 H -0.086 4.388 -1.191  C86 1.094
95 H -0.458 6.113 -0.975  C86 1.098
96 H -0.392 5.456 -2.617  C86 1.086
97 C -4.209 2.122 -4.168  O98 1.402, H103 1.093, H104 1.098, H105 1.092
98 O -5.557 1.741 -4.117  C97 1.402, C99 1.409
99 C -6.131 1.723 -2.831  O98 1.409, C100 1.509, H106 1.096, H107 1.099
100 C -7.619 1.791 -3.076  C99 1.509, O101 1.419, H108 1.097, H109 1.093
101 O -8.281 1.509 -1.853  C100 1.419, C102 1.415
102 C -9.647 1.876 -1.853  O101 1.415, H110 1.093, H111 1.093, H112 1.090
103 H -3.693 2.033 -3.208  C97 1.093
104 H -4.083 3.166 -4.485  C97 1.098
105 H -3.650 1.540 -4.904  C97 1.092
106 H -5.801 2.553 -2.196  C99 1.096
107 H -5.872 0.812 -2.274  C99 1.099
108 H -7.868 0.992 -3.785  C100 1.097
109 H -7.878 2.758 -3.513  C100 1.093
110 H -10.081 1.801 -2.854  C102 1.093
111 H -9.770 2.892 -1.469  C102 1.093
112 H -10.166 1.176 -1.198  C102 1.090
113 C -0.586 -7.451 -3.696  O114 1.396, H119 1.090, H120 1.099, H121 1.098
114 O -0.836 -7.716 -2.348  C113 1.396, C115 1.420
115 C -1.584 -6.729 -1.653  O114 1.420, C116 1.514, H122 1.089, H123 1.099
116 C -1.019 -5.330 -1.767  C115 1.514, O117 1.415, H124 1.093, H125 1.090
117 O -1.866 -4.418 -1.094  C116 1.415, C118 1.399
118 C -2.829 -3.784 -1.886  O117 1.399, H126 1.089, H127 1.099, H128 1.101
119 H -0.446 -8.372 -4.262  C113 1.090
120 H 0.334 -6.863 -3.821  C113 1.099
121 H -1.401 -6.915 -4.201  C113 1.098
122 H -1.566 -7.059 -0.615  C115 1.089
123 H -2.627 -6.746 -1.998  C115 1.099
124 H -0.948 -5.057 -2.823  C116 1.093
125 H -0.046 -5.266 -1.278  C116 1.090
126 H -3.158 -2.864 -1.406  C118 1.089
127 H -3.707 -4.413 -2.089  C118 1.099
128 H -2.432 -3.488 -2.869  C118 1.101

Its HOMO energy is -9.439 eV. For the energy relative to the best compared isomer or geometry (same formula, charge and spin), the calculation gives 11.4 kcal per mole.